Record 1
Here is an isolated molecule of C23H25BrN4O5S in a non-equilibrium geometry from the Open Molecules 2025 dataset. Energies are from ωB97M-V/def2-TZVPD.

Output
SMILES   CN(c1ccc(Br)cc1)S(=O)(=O)c1ccc2[nH]cc(C(=O)NCCN3CCOCC3)c(=O)c2c1
Max |F|   0.0246 Eh/bohr
Energy above the lowest of the compared OMol25 structures with the same formula, charge and spin   0.0 kcal per mole
E   -121332.86017 eV
Spin multiplicity   1

Cartesian coordinates (Å):
1 Br -0.17 3.99 -2.25
2 S -0.53 -2.84 -3.82
3 O -2.57 2.44 1.12
4 O -0.07 -2.52 -5.13
5 O 0.33 -0.53 0.93
6 O 3.68 0.05 3.45
7 O -1.02 -4.16 -3.60
8 N -0.89 1.65 3.25
9 N 1.48 0.50 3.13
10 N -1.75 -1.77 -3.34
11 N 4.03 -1.86 -0.14
12 C -1.27 2.96 1.27
13 C -0.23 1.45 4.53
14 C -2.19 0.37 -2.26
15 C 3.17 -2.72 -2.23
16 C -0.32 0.13 -3.75
17 C 1.28 1.33 4.30
18 C 1.45 -0.94 0.65
19 C 0.62 -1.93 -1.46
20 C 2.10 -2.92 -3.07
21 C -1.83 1.68 -2.01
22 C 2.98 -2.09 -0.99
23 C -2.93 -2.35 -2.74
24 C -2.64 1.14 1.67
25 C 2.64 -0.76 1.47
26 C 3.85 -1.22 1.03
27 C 1.69 -1.67 -0.60
28 C -0.84 3.00 2.73
29 C -2.25 1.14 3.15
30 C 0.82 -2.52 -2.67
31 C 2.66 -0.03 2.78
32 C -1.43 -0.43 -3.12
33 C -0.70 2.20 -2.62
34 C 0.05 1.44 -3.50
35 H 0.91 1.86 -3.99
36 H -1.50 3.68 3.30
37 H 4.16 -3.04 -2.52
38 H -3.67 0.81 1.54
39 H 4.95 -2.16 -0.42
40 H -0.44 2.26 5.25
41 H 0.19 3.37 2.80
42 H 0.68 0.43 2.52
43 H -3.07 -0.02 -1.78
44 H -2.28 0.12 3.54
45 H 1.78 0.88 5.16
46 H -0.36 -1.62 -1.12
47 H -0.60 0.51 4.95
48 H -3.82 -1.85 -3.11
49 H -1.95 0.47 1.13
50 H -2.95 -3.39 -3.03
51 H 1.73 2.32 4.13
52 H -0.55 2.34 0.71
53 H -2.96 1.76 3.72
54 H 0.25 -0.46 -4.45
55 H -2.90 -2.29 -1.64
56 H 2.22 -3.37 -4.04
57 H -2.41 2.28 -1.33
58 H -1.29 3.97 0.84
59 H 4.71 -1.07 1.66

Record 2
Here is C23H25F12N2O23PS as an isolated structure in a non-equilibrium geometry from the Open Molecules 2025 dataset. Energies are from ωB97M-V/def2-TZVPD.

Output
Max |F|   0.1580 Eh/bohr
E   -127060.27111 eV
Spin multiplicity   1

Cartesian coordinates (Å):
1 S 6.49 -2.82 1.83
2 P 4.83 -0.53 1.65
3 F 3.79 -4.32 1.64
4 F 7.24 -1.75 2.88
5 F -1.48 8.58 -2.89
6 F 4.13 -3.14 3.55
7 F 0.76 -6.12 4.80
8 F -3.33 6.27 -8.94
9 F -5.87 1.66 -0.26
10 F 1.51 -3.50 2.27
11 F 2.08 -1.91 0.81
12 F 1.80 -0.41 -2.25
13 F -4.00 -6.36 2.33
14 F 3.35 2.01 8.84
15 O -1.77 5.12 -5.63
16 O -1.88 1.01 -0.24
17 O -1.59 -0.59 -1.80
18 O -2.35 2.37 -10.80
19 O -1.38 -4.03 -0.38
20 O -2.51 -5.56 0.84
21 O -6.00 3.79 -0.97
22 O -2.16 5.26 -3.41
23 O 2.26 -1.07 5.85
24 O -2.49 -3.40 1.48
25 O -1.67 7.12 -4.59
26 O 0.20 0.46 -0.92
27 O 6.56 -4.18 2.42
28 O -3.25 4.19 -9.81
29 O -3.91 4.47 -0.48
30 O 3.57 0.75 5.66
31 O -0.42 -9.17 1.81
32 O -1.01 3.91 -9.83
33 O 0.08 -7.92 3.63
34 O -5.44 5.97 -1.20
35 O 0.93 -7.38 1.61
36 O 2.71 0.20 7.66
37 O 7.32 -2.80 0.58
38 N 4.90 -2.30 1.42
39 N 4.80 -0.07 3.17
40 C 1.30 -6.34 2.52
41 C -4.01 3.09 -0.11
42 C -0.44 -1.05 -2.52
43 C 1.14 -7.01 3.85
44 C 2.80 -0.13 6.35
45 C -5.19 2.64 -0.91
46 C -3.39 -4.09 2.35
47 C -2.70 5.07 -8.85
48 C 0.67 -0.71 -1.57
49 C 3.91 1.80 6.56
50 C -2.07 -4.30 0.56
51 C -1.27 5.19 -9.27
52 C -2.96 -5.51 2.18
53 C -2.02 6.33 -2.48
54 C -2.20 7.54 -3.34
55 C -1.86 5.77 -4.63
56 C -2.22 3.40 -10.21
57 C -5.15 4.85 -0.91
58 C 0.14 -8.24 2.30
59 C 2.39 -2.41 2.07
60 C 3.75 1.13 7.89
61 C 3.86 -3.02 2.18
62 C -1.16 0.36 -0.93
63 H 0.62 -5.50 2.39
64 H 5.98 0.01 1.00
65 H -0.51 -2.11 -2.72
66 H 2.18 -1.70 2.92
67 H 2.31 -6.00 2.34
68 H 3.22 2.63 6.43
69 H 0.87 -1.49 -0.83
70 H -4.95 2.31 -1.93
71 H -1.03 6.29 -2.02
72 H -2.78 6.27 -1.69
73 H -2.14 -5.81 2.85
74 H -3.25 7.84 -3.48
75 H -1.12 5.96 -10.03
76 H -4.17 3.02 0.96
77 H -3.10 2.55 -0.37
78 H -4.42 -3.92 2.02
79 H 3.95 0.49 3.32
80 H -2.84 4.65 -7.85
81 H 4.92 2.15 6.39
82 H -0.60 5.39 -8.43
83 H 4.65 0.60 8.24
84 H 3.68 0.01 0.96
85 H -3.29 -3.73 3.38
86 H -0.37 -0.51 -3.46
87 H 2.03 -7.56 4.18

Record 3
Here is a 2-piece molecular cluster, C23H25F6N4 overall in a non-equilibrium geometry from the Open Molecules 2025 dataset. Energies are from ωB97M-V/def2-TZVPD.

Output
Max |F|   0.0454 Eh/bohr
Energy above the lowest of the compared OMol25 structures with the same formula, charge and spin   0.0 kcal per mole
E   -46515.28566 eV
Spin multiplicity   1
Net charge   +1

Cartesian coordinates (Å):
1 F -4.29 2.17 1.60
2 F 0.74 -2.58 -6.23
3 F -5.88 3.16 2.78
4 F -6.36 1.42 1.51
5 F 0.27 -3.76 -4.43
6 F 1.15 -4.75 -6.20
7 N 3.90 3.40 3.33
8 N 2.85 1.89 2.08
9 N -4.69 -0.26 2.97
10 N 2.62 -2.02 -4.30
11 C 1.11 -3.62 -5.47
12 C 2.52 -3.35 -4.91
13 C 0.18 -1.37 -1.58
14 C -3.38 -0.41 2.43
15 C 1.00 -1.14 -0.46
16 C -5.14 1.05 3.47
17 C 3.75 3.94 2.08
18 C 0.53 -0.84 0.84
19 C 2.09 -1.78 -2.99
20 C -1.92 -0.45 0.51
21 C 3.10 2.98 1.33
22 C 2.40 -1.28 -0.65
23 C 2.64 -0.91 -5.25
24 C 0.71 -1.65 -2.81
25 C 3.34 2.15 3.27
26 C -5.43 1.99 2.29
27 C -0.79 -0.67 1.33
28 C 4.22 5.28 1.66
29 C -3.18 -0.35 1.05
30 C -1.00 -0.68 2.72
31 C -2.25 -0.56 3.26
32 C -5.76 -1.11 2.44
33 C 2.92 -1.59 -1.87
34 H 4.35 3.86 4.13
35 H -4.02 -0.13 0.41
36 H -0.88 -1.39 -1.48
37 H 1.30 -0.77 1.60
38 H -6.14 -0.70 1.51
39 H 0.06 -1.82 -3.65
40 H 2.75 -4.11 -4.17
41 H -6.03 0.93 4.08
42 H 5.30 5.36 1.74
43 H 3.78 6.06 2.28
44 H 3.29 1.47 4.11
45 H 3.95 5.48 0.63
46 H 3.04 -1.15 0.20
47 H 3.98 -1.71 -1.99
48 H -6.59 -1.15 3.15
49 H -4.37 1.48 4.09
50 H 3.35 -1.11 -6.05
51 H -2.39 -0.60 4.32
52 H -0.15 -0.81 3.37
53 H 2.82 3.08 0.29
54 H 2.93 0.01 -4.74
55 H -1.80 -0.24 -0.53
56 H 1.65 -0.77 -5.68
57 H -5.39 -2.11 2.27
58 H 3.25 -3.45 -5.71

Let's list LUMO energy in order: -0.240; -1.161; -5.328 eV.
Let's list E_HOMO in order: -8.5; -10.5; -10.6 eV.